C36H102N6O12 | wB97M-V/def2-TZVPD

```
156
Properties=species:S:1:pos:R:3:forces:R:3:mulliken_charge:R:1
C 24.769320 -23.488027 -19.056079 -1.0 0.9 -0.3 -0.736
O 24.059603 -22.971184 -17.935495 2.9 -1.7 0.9 -0.286
C 22.866575 -22.371034 -18.118746 -1.5 0.5 0.7 -0.700
C 22.264128 -22.011841 -16.731027 -0.1 -0.3 0.1 0.258
C 21.866130 -23.247354 -15.897020 1.0 0.0 -0.5 -1.297
N 21.064857 -21.214702 -16.914491 0.0 0.5 -0.4 -0.654
H 24.836685 -22.674909 -19.778841 0.6 0.2 -0.2 0.306
H 24.239299 -24.263010 -19.609766 -0.4 -0.4 0.3 0.308
H 25.747649 -23.872961 -18.768340 -0.2 0.3 0.2 0.230
H 22.944614 -21.495011 -18.762628 -0.1 0.3 0.0 0.405
H 22.179527 -23.082544 -18.576819 -0.5 -0.1 -0.4 0.275
H 22.863628 -21.348658 -16.107410 0.9 -0.3 -0.4 0.355
H 22.647622 -23.992281 -15.747213 0.2 0.0 -0.4 0.292
H 21.064123 -23.699990 -16.480113 -0.3 -0.3 0.6 0.355
H 21.611319 -22.942960 -14.881871 -0.6 0.0 -0.2 0.364
H 20.840639 -20.916934 -15.975798 -0.7 0.2 -0.1 0.275
H 20.327319 -21.820964 -17.243995 -0.4 0.1 0.0 0.251
C 13.518104 -20.487534 -8.020803 -0.2 -0.8 0.1 -0.775
O 14.007677 -20.233797 -9.313411 0.3 -0.5 0.0 -0.311
C 15.436183 -20.179889 -9.346889 -0.8 0.9 -1.7 -0.615
C 15.892988 -20.043118 -10.845652 -0.4 -1.1 0.1 0.266
C 15.664550 -21.358777 -11.631778 -0.5 0.5 1.1 -1.293
N 17.302907 -19.721113 -10.984730 0.3 0.0 0.3 -0.699
H 12.455553 -20.727289 -8.060819 -0.2 0.8 -0.2 0.279
H 13.758779 -19.691407 -7.316280 -0.2 0.2 0.0 0.297
H 13.886942 -21.423974 -7.602285 0.7 -0.2 0.0 0.320
H 15.695678 -19.238048 -8.863474 0.6 -0.1 0.5 0.367
H 15.888295 -21.061841 -8.893177 0.1 0.0 0.2 0.324
H 15.257554 -19.304359 -11.334068 0.2 0.4 0.2 0.326
H 16.309246 -22.144720 -11.238372 0.3 0.0 -0.1 0.332
H 15.814476 -21.232879 -12.704054 0.0 0.0 0.2 0.314
H 14.648887 -21.672064 -11.390214 -0.1 -0.1 -0.4 0.335
H 17.616031 -18.909995 -10.470770 -0.4 0.5 0.0 0.265
H 17.800799 -20.467687 -10.521238 0.3 -0.4 -0.2 0.269
C 7.248809 -14.459240 -9.095274 -0.5 0.0 -0.4 -0.710
O 7.079739 -15.276800 -10.236109 0.8 0.1 -0.9 -0.306
C 7.160638 -14.646318 -11.516239 -0.5 0.0 0.0 -0.713
C 7.148810 -15.682423 -12.647619 0.3 -0.5 0.2 0.660
C 8.386688 -16.519073 -12.908849 0.5 -0.4 1.0 -1.447
N 6.843123 -15.015042 -13.903460 0.0 0.6 0.4 -0.655
H 7.261379 -15.170680 -8.269575 0.1 0.4 0.1 0.241
H 6.425349 -13.752849 -8.990230 -0.5 -0.1 0.1 0.295
H 8.116711 -13.799999 -9.110720 0.6 -0.4 -0.1 0.293
H 6.257288 -14.057417 -11.675168 -0.5 0.2 0.1 0.277
H 7.944861 -13.899254 -11.638707 0.7 -0.3 0.3 0.374
H 6.354853 -16.380869 -12.383290 -0.2 -0.2 0.2 0.159
H 8.154629 -17.306530 -13.625904 0.1 0.3 -0.4 0.391
H 8.712379 -17.098361 -12.044862 -0.2 0.2 0.4 0.349
H 9.260851 -15.933126 -13.192750 -0.2 0.1 -0.4 0.321
H 5.934633 -14.588577 -13.790007 -0.2 0.0 -0.6 0.233
H 6.833666 -15.704045 -14.641891 -0.2 0.1 -0.1 0.239
C 11.833142 -8.741535 -14.227303 -0.6 0.8 -0.7 -0.759
O 10.983078 -8.479155 -15.350740 0.3 0.6 0.9 -0.330
C 10.580181 -9.665140 -15.995481 -0.1 1.7 0.0 -0.630
C 9.470671 -9.348716 -17.028704 1.5 0.4 -1.0 0.515
C 8.223953 -8.695678 -16.574387 -0.7 0.7 0.8 -1.419
N 9.099066 -10.556915 -17.683277 -0.4 -1.5 -0.5 -0.727
H 12.685724 -9.362230 -14.502859 0.0 -0.3 0.0 0.300
H 11.231618 -9.170334 -13.425799 0.2 -0.3 0.2 0.316
H 12.218076 -7.774697 -13.903031 0.0 0.0 0.0 0.247
H 11.516109 -9.985115 -16.453477 -0.3 -1.0 -0.6 0.342
H 10.227694 -10.358412 -15.231782 -0.2 -0.5 -0.1 0.341
H 9.820510 -8.652221 -17.790686 0.8 -0.1 -0.1 0.277
H 8.425652 -7.682820 -16.225794 0.0 -0.2 0.8 0.318
H 7.750460 -9.374230 -15.864836 -0.4 0.5 0.5 0.317
H 7.516741 -8.502503 -17.381004 0.2 -0.6 -0.3 0.357
H 8.803716 -11.177255 -16.942976 -0.5 -0.4 0.0 0.265
H 9.868886 -11.057823 -18.103483 0.3 0.2 -0.2 0.269
C 15.965634 -7.335844 -20.725886 0.6 1.5 0.0 -0.735
O 15.564133 -6.047996 -21.276097 0.4 -0.8 0.4 -0.327
C 14.313528 -6.004664 -21.911487 -0.4 0.1 -0.8 -0.634
C 14.185660 -4.874825 -22.965779 0.9 0.8 1.3 0.398
C 14.118905 -3.457304 -22.331935 0.3 -1.0 0.1 -1.269
N 13.020519 -5.109588 -23.779383 -0.2 0.2 -0.2 -0.606
H 16.035790 -8.147965 -21.449514 -0.6 0.1 -0.2 0.304
H 15.427894 -7.604946 -19.816751 -0.5 -0.1 -0.2 0.295
H 16.993824 -7.171976 -20.403259 0.0 0.1 0.0 0.271
H 14.139046 -6.952785 -22.420136 0.0 -0.2 -0.2 0.318
H 13.471557 -5.854457 -21.235753 0.0 -0.1 0.6 0.323
H 15.126905 -4.827419 -23.513421 0.0 -0.5 -0.5 0.286
H 15.012929 -3.308608 -21.726374 0.0 0.1 0.2 0.309
H 13.231056 -3.372160 -21.705379 0.0 0.2 -0.1 0.295
H 14.133081 -2.714642 -23.129659 -0.3 0.0 0.1 0.333
H 12.528772 -5.953205 -23.521332 0.1 0.0 -0.4 0.222
H 13.231562 -5.045685 -24.765026 -0.3 -0.3 0.1 0.218
C 11.017007 -23.346940 -18.367601 -0.7 0.8 0.1 -0.727
O 12.151026 -24.004719 -18.830194 0.9 0.5 -0.1 -0.316
C 13.311009 -23.195428 -18.514152 0.0 -1.0 -0.6 -0.663
C 14.507298 -23.938392 -19.110718 -0.8 0.3 0.5 0.521
C 14.830310 -25.093846 -18.239802 1.5 -2.2 -0.2 -1.541
N 15.667723 -23.074807 -19.216103 0.3 0.5 -0.5 -0.748
H 10.063601 -23.701662 -18.759134 0.3 -0.7 -0.2 0.268
H 11.061223 -22.313289 -18.710687 -0.1 0.4 0.3 0.302
H 10.950103 -23.380692 -17.280182 0.0 0.1 0.2 0.286
H 13.264930 -22.197466 -18.950108 -0.5 0.2 -0.1 0.382
H 13.410793 -23.102531 -17.432717 0.0 0.1 0.2 0.324
H 14.182734 -24.306125 -20.084129 -0.2 -0.1 -0.2 0.258
H 14.004774 -25.771032 -18.020711 -0.2 0.5 0.4 0.344
H 15.507905 -24.904777 -17.407202 -0.8 0.7 0.6 0.398
H 15.517388 -25.762741 -18.758075 0.1 -0.2 -0.7 0.383
H 15.439900 -22.311235 -19.836715 -0.3 0.6 0.1 0.256
H 16.342175 -23.539105 -19.807407 0.5 -0.5 0.3 0.275
C 21.136248 -14.537762 -13.569574 0.3 -0.3 -0.9 -0.883
C 20.965885 -13.069274 -13.885309 -1.5 0.5 0.7 -0.294
O 19.525618 -12.696689 -13.969448 1.8 -0.4 0.2 -0.499
H 22.194436 -14.788755 -13.642792 0.2 0.0 0.4 0.312
H 20.679442 -15.175613 -14.326255 -0.3 0.0 -0.1 0.297
H 20.733426 -14.833107 -12.600754 0.1 0.3 0.0 0.245
H 21.444635 -12.697636 -14.791277 0.2 -0.5 -0.1 0.275
H 21.421169 -12.523418 -13.058957 -0.4 0.4 0.0 0.268
H 19.258849 -13.155698 -14.769294 -0.4 0.1 -0.1 0.280
C 13.376512 -13.787624 -9.439711 0.2 -0.5 -0.6 -1.008
C 14.381546 -13.722761 -10.630317 -3.0 -0.2 0.4 -0.113
O 15.447393 -12.945320 -10.288663 2.0 0.6 0.7 -0.527
H 13.500548 -14.611839 -8.737296 0.7 0.2 0.2 0.270
H 12.380873 -14.015001 -9.820631 -0.1 0.4 -0.3 0.285
H 13.388101 -12.815640 -8.946536 -0.1 -0.2 0.1 0.303
H 13.813457 -13.164702 -11.374592 -0.1 -0.3 -0.6 0.214
H 14.608042 -14.724015 -10.996794 0.3 -0.1 -0.1 0.271
H 15.984124 -12.794106 -11.070108 0.1 0.1 0.0 0.305
C 14.024150 -15.659091 -17.556413 0.9 0.3 1.3 -0.838
C 15.379693 -15.289133 -16.875356 -1.2 1.1 -1.0 -0.285
O 16.074843 -14.300724 -17.671735 0.3 -0.6 0.6 -0.513
H 14.163243 -16.147904 -18.520691 0.0 -0.2 0.2 0.287
H 13.386770 -14.784092 -17.683812 0.2 0.1 -0.1 0.235
H 13.538029 -16.280530 -16.804344 -0.3 -0.5 -0.4 0.302
H 15.909652 -16.193336 -16.575944 0.5 0.0 -0.5 0.291
H 15.203498 -14.747327 -15.946106 -0.3 -0.1 0.0 0.231
H 16.556331 -14.694307 -18.403078 -0.1 -0.3 0.0 0.289
C 21.007361 -14.758319 -21.307559 0.5 -0.7 -0.4 -1.057
C 21.158462 -15.744569 -20.174279 1.2 3.0 0.2 -0.183
O 20.061523 -16.541030 -20.186928 -1.1 -2.0 0.3 -0.505
H 20.958013 -15.348778 -22.222439 -0.1 0.2 -0.3 0.272
H 21.887335 -14.118219 -21.370893 -0.2 0.2 0.0 0.353
H 20.077929 -14.205049 -21.172868 0.2 0.1 -0.1 0.266
H 21.153808 -15.113771 -19.285362 0.1 0.0 0.6 0.217
H 22.140020 -16.218531 -20.173863 0.0 -0.6 -0.3 0.332
H 20.241658 -17.209468 -19.521838 -0.5 -0.4 0.0 0.304
C 11.089312 -21.322963 -24.420470 0.0 0.5 -0.3 -0.969
C 10.889618 -19.852877 -24.021885 -0.8 -2.0 0.7 -0.266
O 11.910602 -19.095252 -24.521993 1.3 1.3 -0.6 -0.503
H 10.316383 -21.961130 -23.992196 0.2 -0.1 0.0 0.313
H 12.098894 -21.591659 -24.109594 -0.2 -0.3 0.3 0.265
H 11.108898 -21.431227 -25.504903 -0.3 -0.1 -0.2 0.331
H 10.961061 -19.876927 -22.934490 -0.2 0.6 0.1 0.245
H 9.934253 -19.438326 -24.343619 -0.3 -0.2 0.2 0.277
H 11.766344 -19.066309 -25.470657 0.3 0.2 -0.2 0.307
C 13.699948 -12.491483 -24.298261 0.0 0.1 -0.3 -0.907
C 13.194772 -12.915047 -22.918156 1.4 0.8 -0.5 -0.280
O 11.960558 -13.598565 -23.005564 0.3 0.2 0.4 -0.501
H 12.961173 -11.861001 -24.793046 -0.2 -0.1 0.0 0.253
H 13.923521 -13.338489 -24.946867 -0.2 -0.2 0.0 0.279
H 14.614786 -11.898931 -24.290842 0.1 0.0 0.5 0.324
H 13.194496 -12.017979 -22.298993 -1.1 0.1 0.1 0.283
H 13.973570 -13.471057 -22.396200 0.0 -0.7 -0.1 0.237
H 12.205077 -14.511548 -23.173730 -0.3 -0.2 -0.1 0.310
```
Positions in Å, forces in eV/Å.

HOMO-LUMO gap, eV: 9.0
Structure (SMILES): COC[C@H](C)N.COC[C@H](C)N.COC[C@H](C)N.COC[C@H](C)N.COC[C@H](C)N.COC[C@H](C)N.CCO.CCO.CCO.CCO.CCO.CCO
Electronic energy, eV: -72488.260
Relative energy (zero: lowest compared OMol25 entry of this formula, charge and spin), kcal/mol: 113.0